--- P ---
A cluster of 2 separate species, C3H5NOS in total. Source: OMol25; level of theory: ωB97M-V/def2-TZVPD.

Element x y z (Å)
C (1.15500, -1.01154, 0.29858)
C (-0.02265, -0.52041, 0.23513)
C (-1.41984, -0.42024, 0.19081)
N (0.53365, 1.66233, -0.32282)
O (-0.49405, 2.13776, -0.77994)
S (2.09217, 1.89307, -0.45050)
H (2.02972, -0.48444, 0.04689)
H (1.53428, -2.14122, 0.27388)
H (-1.84753, -1.27280, -0.56392)
H (-1.64738, 0.64291, -0.03666)
H (-1.91336, -0.48543, 1.10855)

Properties
Orbital gap   7.587 eV
Spin multiplicity   1
E_LUMO   -0.6 eV
Molar mass   103.1 g mol⁻¹
Highest occupied orbital energy   -8.1504 eV


--- Q ---
The molecule C3H5NOS. Source: OMol25; level of theory: ωB97M-V/def2-TZVPD.

Element x y z (Å)
C (2.08904, -0.00561, -0.06644)
C (0.71341, -0.46383, 0.04066)
N (-0.27306, 0.37846, -0.00726)
O (-1.46543, -0.38051, 0.01480)
C (-2.54706, 0.43293, 0.02218)
S (-4.05927, -0.21077, -0.03835)
H (2.61835, -0.28320, 0.88346)
H (2.57098, -0.55559, -0.84299)
H (2.16409, 1.06245, -0.23766)
H (0.39892, -1.48670, 0.09695)
H (-2.20997, 1.51237, 0.13466)

Properties
Orbital gap   9.226 eV
Spin multiplicity   1
SMILES   C/C=N/OC=S
E_LUMO   0.4 eV
Molar mass   103.1 g mol⁻¹
Highest occupied orbital energy   -8.8710 eV


Decreasing stability: Q, P


--- P ---
The molecule C3H5NOS. Source: OMol25; level of theory: ωB97M-V/def2-TZVPD.

Element x y z (Å)
C (2.51492, -0.33318, -0.01370)
C (1.14640, -0.29749, -0.11777)
O (0.47153, 0.89639, -0.00484)
C (-0.91993, 0.91096, 0.00029)
N (-1.65586, -0.10040, 0.04449)
S (-3.38334, -0.04282, -0.04712)
H (2.94340, 0.68155, 0.08127)
H (3.13125, -1.21484, 0.11194)
H (0.50221, -1.16971, -0.16035)
H (-1.18179, 2.01576, -0.09059)
H (-3.56880, -1.34623, 0.19638)

Properties
Orbital gap   9.552 eV
Spin multiplicity   1
SMILES   C=CO/C=N/S
E_LUMO   0.8 eV
Molar mass   103.1 g mol⁻¹
Highest occupied orbital energy   -8.7504 eV


--- Q ---
A cluster of 2 separate species, C3H5NOS in total. Source: OMol25; level of theory: ωB97M-V/def2-TZVPD.

Element x y z (Å)
O (-2.76306, -2.47739, -1.21726)
C (-1.73336, -3.00650, -1.24459)
S (-0.35054, -3.67195, -1.11862)
C (1.05677, -0.74488, -0.51342)
N (0.03609, -0.10313, -0.81030)
C (-0.68676, 0.74494, 0.11778)
H (1.46013, -1.56858, -1.12002)
H (1.61672, -0.50150, 0.44017)
H (-0.41971, 0.31284, 1.09495)
H (-0.16383, 1.73758, 0.23192)
H (-1.71467, 0.57319, -0.14813)

Properties
Orbital gap   9.991 eV
Spin multiplicity   1
SMILES   O=C=S.C=NC
E_LUMO   0.7 eV
Molar mass   103.1 g mol⁻¹
Highest occupied orbital energy   -9.3201 eV


--- R ---
The molecule C3H5NOS. Source: OMol25; level of theory: ωB97M-V/def2-TZVPD.

Element x y z (Å)
C (-2.35557, 1.24456, -0.59616)
C (-1.15253, 0.67802, -0.00861)
N (-0.00352, 0.95146, -0.48564)
S (1.37910, 0.25434, 0.20589)
C (1.04180, -1.44488, 0.49410)
O (0.02657, -1.97921, 0.13776)
H (-2.22501, 1.70178, -1.58302)
H (-2.76768, 1.98877, 0.03978)
H (-3.08109, 0.51289, -0.63708)
H (-1.26547, 0.04397, 0.89453)
H (1.88355, -2.00955, 0.95299)

Properties
Orbital gap   9.857 eV
Spin multiplicity   1
SMILES   C/C=N/SC=O
E_LUMO   0.7 eV
Molar mass   103.1 g mol⁻¹
Highest occupied orbital energy   -9.1303 eV


Decreasing stability: Q, R, P


--- P ---
A cluster of 2 separate species, C3H5NOS in total. Source: OMol25; level of theory: ωB97M-V/def2-TZVPD.

Element x y z (Å)
C (-0.90082, 0.05989, -0.35263)
C (0.14073, -0.78539, 0.28064)
O (1.09955, -1.14636, -0.32932)
S (-0.28757, -1.29309, 1.95378)
H (-1.75829, -0.59811, -0.32389)
H (-0.99987, 0.84767, 0.36966)
H (-0.62469, 0.15438, -1.38431)
H (0.94388, -1.60327, 2.53699)
C (1.09604, -0.32666, -3.35893)
N (-0.02214, -0.59575, -3.13447)
H (2.17435, -0.15524, -3.61769)

Properties
Orbital gap   10.454 eV
Spin multiplicity   1
SMILES   CC(=O)S.C#N
E_LUMO   0.8 eV
Molar mass   103.1 g mol⁻¹
Highest occupied orbital energy   -9.6512 eV


--- Q ---
A structure of composition C3H5NOS. Source: OMol25; level of theory: ωB97M-V/def2-TZVPD.

Element x y z (Å)
C (-1.16540, -0.34065, -0.72094)
C (1.09638, 0.96971, 0.20635)
C (-0.80574, 1.06832, -0.28659)
N (-1.27373, -1.30774, 0.13615)
O (-1.39960, -0.56747, -1.88324)
S (-0.22492, 1.20728, 1.33626)
H (1.51964, 0.04701, 0.03226)
H (1.44454, 1.82091, -0.26401)
H (-1.32871, 1.85103, -0.75503)
H (-1.00026, -1.28596, 1.10867)
H (-1.31163, -2.11885, -0.44527)

Properties
Orbital gap   9.703 eV
Spin multiplicity   1
E_LUMO   0.5 eV
Molar mass   103.1 g mol⁻¹
Highest occupied orbital energy   -9.2449 eV


--- R ---
The molecule C3H5NOS. Source: OMol25; level of theory: ωB97M-V/def2-TZVPD.

Element x y z (Å)
C (1.73211, 1.80680, 0.49643)
C (0.96474, 0.94675, 0.25137)
N (-0.10454, -0.19115, -0.13567)
C (-0.78583, -0.63877, 1.04078)
S (-0.96151, 0.23766, -1.48024)
O (-0.25199, -0.67023, -2.64410)
H (2.49321, 2.51552, 0.45656)
H (-1.34083, -1.56330, 0.84904)
H (-0.11407, -0.90276, 1.90277)
H (-1.53389, 0.09492, 1.57170)
H (-0.09741, -1.63544, -2.30864)

Properties
Orbital gap   9.382 eV
Spin multiplicity   1
SMILES   C#CN(C)SO
E_LUMO   0.7 eV
Molar mass   103.1 g mol⁻¹
Highest occupied orbital energy   -8.7163 eV


Decreasing stability: P, Q, R